(1)
Density functional theory data (the ωB97M-V functional and the def2-TZVPD basis) for C59H62N5O3P2PtS as an isolated structure.

Computed properties:
Kohn-Sham gap (alpha / beta) ... 5.9 / 5.9 eV
Energy above the lowest of the compared OMol25 structures with the same formula, charge and spin ... 0.859 eV
Net charge ... +1
Lowest unoccupied orbital energy (alpha / beta) ... -0.1155 / -0.1155 hartree

Positions of all 133 atoms, in Å:
Pt -0.44571 -0.78201 0.23753
S -0.28249 0.68701 2.02698
C -1.82316 1.41801 1.65145
N -2.25945 2.54273 2.18297
N -1.43224 3.14267 2.98925
C -1.79129 4.32512 3.66108
C -3.09253 4.80754 3.61779
C -3.38346 6.01381 4.23619
C -2.39394 6.72890 4.89922
C -1.10399 6.21742 4.96110
C -0.79939 5.01449 4.34633
N -2.77444 0.75506 0.95975
N -2.44238 -0.37608 0.47505
C -3.58777 -1.24276 0.39035
C -3.53742 -2.41073 -0.34866
C -4.63112 -3.25575 -0.41913
C -5.79760 -2.94677 0.26311
C -5.84933 -1.78491 1.02161
C -4.75582 -0.93937 1.09399
H -0.48677 2.78203 3.09470
H -3.85363 4.24170 3.09915
H -4.39630 6.39479 4.20463
H -2.62822 7.67493 5.36884
H -0.32936 6.75903 5.48854
H 0.20781 4.61417 4.38433
H -2.64257 -2.65411 -0.88542
H -4.56937 -4.15680 -1.01733
H -6.65295 -3.60776 0.21413
H -6.74454 -1.53847 1.57754
H -4.79525 -0.04983 1.70292
C -0.72939 -4.25696 0.20758
C -0.06720 -4.01247 -1.16021
C -0.58435 -5.09809 -2.10566
C 1.44386 -4.20758 -0.96269
P -0.34547 -2.19863 -1.72532
C -1.86703 -2.00933 -2.74022
C -2.53555 -0.78861 -2.61307
C -3.67771 -0.52116 -3.34826
C -4.16758 -1.45933 -4.24599
C -3.48873 -2.65400 -4.41989
C -2.34614 -2.92596 -3.67733
C 0.93909 -1.76201 -3.07505
C 2.33046 -1.44454 -2.51900
C 1.04391 -2.84517 -4.14982
C 0.44605 -0.46545 -3.73498
H -0.22991 -5.10252 0.68786
H -1.78152 -4.51292 0.11381
H -0.64677 -3.39610 0.87215
H -0.32150 -6.06953 -1.67602
H -0.13977 -5.04972 -3.09874
H -1.66774 -5.06856 -2.19580
H 1.60011 -5.18881 -0.50682
H 1.86194 -3.45731 -0.29232
H 1.99731 -4.19081 -1.89825
H -2.14962 -0.03334 -1.93629
H -4.18740 0.42231 -3.21205
H -5.06797 -1.25668 -4.81251
H -3.84558 -3.38646 -5.13332
H -1.84516 -3.86233 -3.84647
H 2.84553 -2.31765 -2.12058
H 2.25901 -0.69612 -1.74066
H 2.93711 -1.03825 -3.33580
H 1.48494 -3.77211 -3.78844
H 1.69564 -2.46243 -4.94062
H 0.07858 -3.06499 -4.60489
H 0.27916 0.31234 -2.98544
H -0.47394 -0.60534 -4.29998
H 1.21923 -0.11924 -4.42782
O 0.21916 1.89427 -1.23196
P 0.27446 2.95481 -2.28545
C -1.10163 2.81922 -3.45833
C -0.97479 2.38228 -4.77455
C -2.09580 2.26600 -5.58764
C -3.34993 2.59167 -5.09639
C -3.49097 3.00739 -3.77779
C -2.37754 3.10773 -2.96070
C 0.21243 4.65232 -1.65323
C 1.03574 5.66465 -2.14559
C 0.95147 6.95210 -1.63395
C 0.03272 7.24380 -0.63918
C -0.79259 6.24419 -0.14152
C -0.69147 4.94980 -0.63074
C 1.81599 2.85179 -3.22349
C 2.84645 2.13912 -2.61653
C 4.08002 2.02496 -3.24129
C 4.29175 2.62078 -4.47631
C 3.27392 3.34833 -5.07971
C 2.04151 3.47000 -4.45418
H -0.00464 2.11447 -5.17358
H -1.98471 1.92058 -6.60762
H -4.21879 2.51389 -5.73762
H -4.46983 3.25432 -3.38601
H -2.50279 3.41994 -1.93146
H 1.75095 5.45617 -2.92954
H 1.60253 7.72684 -2.01875
H -0.04167 8.24992 -0.24610
H -1.51579 6.47890 0.62670
H -1.31623 4.16639 -0.21910
H 2.65397 1.68324 -1.65077
H 4.88286 1.47227 -2.76767
H 5.25164 2.52800 -4.96868
H 3.44075 3.82325 -6.03777
H 1.26299 4.06321 -4.91976
C 9.25802 0.07456 -1.02676
O 7.93000 -0.31789 -0.68611
C 7.66847 -1.64833 -0.60745
C 8.59732 -2.65909 -0.80383
C 8.19209 -3.98484 -0.72681
C 6.86820 -4.30559 -0.46616
C 5.93910 -3.29665 -0.26545
C 6.34031 -1.97292 -0.32139
N 5.44756 -0.86250 -0.22522
C 4.24442 -0.76961 0.29217
C 3.64183 -1.58067 1.26841
C 4.38358 -2.29961 2.24578
C 3.74471 -2.93906 3.25982
C 2.32813 -2.89433 3.31942
C 1.57905 -2.22283 2.39563
C 2.21056 -1.54997 1.31785
O 1.59429 -0.97068 0.34607
H 9.26236 1.15937 -1.02351
H 9.52898 -0.29246 -2.01775
H 9.97170 -0.29170 -0.28817
H 9.62985 -2.42266 -1.01536
H 8.92034 -4.76963 -0.88115
H 6.55204 -5.33874 -0.42404
H 4.90388 -3.54171 -0.06898
H 5.79056 -0.04938 -0.72013
H 3.66604 0.07594 -0.06559
H 5.46473 -2.28603 2.20396
H 4.30613 -3.45319 4.02720
H 1.82067 -3.40758 4.12715
H 0.50019 -2.18666 2.46851


(2)
Density functional theory data (the ωB97M-V functional and the def2-TZVPD basis) for C59H66GeN6O2SeSn as an isolated structure in a non-equilibrium geometry.

Computed properties:
Kohn-Sham gap ... 6.3 eV
Energy above the lowest of the compared OMol25 structures with the same formula, charge and spin ... 1.418 eV
Net charge ... 0
Lowest unoccupied orbital energy ... -0.0303 hartree

Positions of all 136 atoms, in Å:
Sn -0.34419 -2.03937 0.85303
O 2.65451 -4.77557 -0.77391
C 2.01455 -3.78862 -0.44251
N 0.67945 -3.67184 -0.31433
C -0.04842 -4.88436 -0.29251
C 0.00000 -5.85215 -1.28483
C -0.71901 -7.02813 -1.13497
C -1.46499 -7.24586 0.01375
C -1.50873 -6.28702 1.01363
C -0.80430 -5.09710 0.86413
N -0.86048 -4.03655 1.78877
C -0.88544 -4.34189 3.10624
O -0.61093 -5.42105 3.61490
C -1.43633 -3.26327 4.00921
C -1.37306 -3.46148 5.38366
C -2.18442 -2.70385 6.20690
C -3.04366 -1.78862 5.62114
C -2.98873 -1.61676 4.24766
N -2.18694 -2.31332 3.44986
C 2.76102 -2.53658 -0.04231
C 4.14585 -2.52001 -0.15333
C 4.84015 -1.40632 0.28336
C 4.11947 -0.32679 0.78034
C 2.74228 -0.42700 0.84778
N 2.07703 -1.51799 0.47637
H 0.60329 -5.67389 -2.16434
H -0.69429 -7.78063 -1.91282
H -2.03476 -8.15911 0.12931
H -2.07612 -6.45438 1.91728
H -0.72913 -4.24272 5.76130
H -2.19140 -2.86182 7.27756
H -3.75115 -1.22207 6.20948
H -3.65084 -0.92056 3.74992
H 4.63343 -3.39309 -0.56151
H 5.92023 -1.37182 0.23266
H 4.61594 0.57612 1.10915
H 2.13859 0.39851 1.20713
C 2.24798 -0.91466 4.45236
C 1.57606 0.17251 3.61383
C 2.58454 1.27706 3.27423
C 0.35329 0.77806 4.26753
C 0.30121 0.96259 5.63937
C -0.78186 1.59504 6.22487
C -1.83849 1.99692 5.43330
C -1.84933 1.81078 4.05243
C -3.16028 2.22819 3.37403
C -3.49011 1.63431 1.99755
C -3.27556 3.75933 3.30621
C -0.70760 1.22855 3.46288
N -0.63177 1.02910 2.07175
C -0.50723 2.05270 1.32992
C -0.74088 2.06940 -0.16060
N -0.86636 1.03770 -0.88718
C -0.97518 1.20893 -2.28234
C 0.13802 1.66726 -3.02993
C -0.00764 1.87199 -4.39455
C -1.20710 1.62450 -5.03923
C -2.27283 1.13759 -4.30810
C -2.18753 0.93031 -2.93451
C -3.48037 0.58004 -2.21357
C -3.36452 -0.50745 -1.14420
C -4.08397 1.86026 -1.61848
C 1.50536 1.92005 -2.41944
C 2.01219 3.33961 -2.69819
C 2.50054 0.89400 -2.96809
C -0.82337 3.49853 -0.54807
C -1.18851 4.16179 -1.69398
C -1.16517 5.57342 -1.69036
C -0.77128 6.30990 -0.60120
C -0.40229 5.65841 0.60025
C 0.01148 6.25052 1.81790
C 0.30226 5.46356 2.90488
C 0.17101 4.05841 2.88781
C -0.23402 3.45411 1.72318
C -0.47227 4.26015 0.58840
H 2.94594 -1.47944 3.83209
H 1.50896 -1.61231 4.84862
H 2.81263 -0.48970 5.28353
H 1.23982 -0.29265 2.68021
H 2.85047 1.83547 4.17356
H 2.17038 1.98080 2.54882
H 3.49698 0.84703 2.85766
H 1.11546 0.61545 6.26164
H -0.81282 1.75407 7.29495
H -2.70234 2.45767 5.90005
H -3.94205 1.88560 4.06035
H -3.13448 2.28612 1.19865
H -4.57192 1.54509 1.88878
H -3.05127 0.64841 1.85464
H -2.54356 4.16993 2.61257
H -3.11168 4.21256 4.28423
H -4.27001 4.04328 2.95651
H 0.83282 2.23848 -4.97092
H -1.30457 1.79713 -6.10330
H -3.20994 0.92714 -4.81000
H -4.17451 0.22042 -2.97888
H -2.59527 -0.25923 -0.41575
H -3.11531 -1.47029 -1.59251
H -4.31638 -0.61021 -0.62075
H -3.46172 2.24132 -0.80763
H -5.07971 1.66117 -1.21877
H -4.17146 2.63623 -2.38043
H 1.44848 1.78434 -1.34040
H 2.22516 3.47188 -3.75976
H 2.93652 3.51979 -2.14662
H 1.28364 4.09249 -2.39957
H 2.60353 1.00183 -4.04870
H 2.15837 -0.12083 -2.75867
H 3.48210 1.03849 -2.51573
H -1.48944 3.63491 -2.58804
H -1.46041 6.08911 -2.59487
H -0.75527 7.39140 -0.65465
H 0.09599 7.32803 1.88653
H 0.62340 5.93368 3.82524
H 0.37424 3.48885 3.78418
C 3.22131 -2.82906 -7.04090
Ge 2.97945 -1.61000 -5.50827
C 4.19053 -2.12432 -4.04153
C 3.34869 0.22159 -6.17254
C 1.09124 -1.74271 -4.89565
Se 0.92504 -2.62158 -3.15092
C -0.93658 -3.16089 -3.32188
H 4.23009 -2.73759 -7.44391
H 2.51411 -2.58934 -7.83509
H 3.06541 -3.86485 -6.74074
H 5.21750 -2.23656 -4.38753
H 3.85590 -3.07630 -3.62738
H 4.16879 -1.38695 -3.23870
H 4.24092 0.21394 -6.79896
H 3.52061 0.92451 -5.35832
H 2.51668 0.58871 -6.77396
H 0.52040 -2.33519 -5.61227
H 0.63248 -0.76317 -4.81447
H -1.53611 -2.30002 -3.61285
H -1.25724 -3.53915 -2.35379
H -1.01694 -3.95110 -4.06503


(3)
Density functional theory data (the ωB97M-V functional and the def2-TZVPD basis) for a 7-piece molecular cluster, C59H77BN9O20 overall in a non-equilibrium geometry.

Computed properties:
Kohn-Sham gap ... 8.2 eV
Net charge ... +1
Lowest unoccupied orbital energy ... -0.0985 hartree

Positions of all 166 atoms, in Å:
C -4.36951 -3.04286 2.02385
C -3.17653 -2.40808 1.26085
C -2.33713 -3.48016 0.56943
O -1.05585 -3.02492 0.11932
C -1.18784 -2.50593 -1.19031
C 0.04976 -1.86653 -1.80920
C 0.66031 -0.67472 -0.99965
C -0.33771 0.09099 -0.12944
C -0.22967 -0.28500 1.36741
O 1.11218 -0.15391 1.85699
C 1.26302 0.78975 2.80182
O 2.08122 0.62782 3.60676
N 1.58939 0.15366 -1.83933
C 2.72583 0.77800 -1.05355
N 2.29016 1.72734 -0.06040
C 3.42380 1.98198 0.86734
B 0.90202 1.23653 -2.69142
O -0.42182 1.15208 -3.00005
O 1.63267 2.27141 -3.16636
C 0.90439 3.53827 -3.18796
C 2.27741 -0.67267 -2.88198
O 1.59338 -0.54176 -4.11077
C 2.50509 -2.13479 -2.42359
C 1.15119 -2.88656 -2.30828
C 1.33276 -4.10775 -1.37314
C 1.86247 -3.82877 0.05194
C 1.87459 -5.17217 0.85397
C 0.74880 -5.27706 1.91205
C 1.37210 -5.33793 3.32309
N 0.50485 -6.01136 4.29805
C 0.60584 -3.45875 -3.66044
C 1.65022 -4.09250 -4.60684
O 2.10650 -5.40617 -4.20647
C 3.47885 -5.39365 -4.08146
O 4.15684 -5.44069 -5.00311
H -4.92522 -3.74791 1.40823
H -4.99479 -2.23212 2.40576
H -3.94229 -3.51087 2.91912
H -2.62632 -1.81975 2.00321
H -3.62131 -1.68161 0.56565
H -2.12687 -4.25201 1.31846
H -2.93862 -3.90265 -0.24662
H -2.03642 -1.80734 -1.23699
H -1.48264 -3.33857 -1.85472
H -0.32256 -1.40399 -2.73419
H 1.31890 -1.17467 -0.27620
H -0.18038 1.17518 -0.11500
H -1.38150 -0.01518 -0.43491
H -0.69535 -1.23669 1.61286
H -0.82896 0.48449 1.87892
H 0.67927 1.72519 2.83385
H 3.29128 -0.02077 -0.56505
H 3.40618 1.31556 -1.72747
H 2.07756 2.63428 -0.46760
H 3.15698 2.84175 1.48487
H 4.30143 2.28469 0.27051
H 3.64458 1.09557 1.46320
H -0.54878 1.08207 -3.95751
H 0.28194 3.58447 -4.07525
H 1.63161 4.35058 -3.23744
H 0.32201 3.62644 -2.26978
H 3.27845 -0.27795 -3.09321
H 2.18209 -0.85118 -4.81560
H 3.22773 -2.58786 -3.10679
H 3.02707 -2.04115 -1.46405
H 2.00233 -4.85566 -1.81029
H 0.37260 -4.62901 -1.26105
H 2.92107 -3.53124 -0.02260
H 1.35235 -3.02539 0.58821
H 1.78691 -5.97921 0.11718
H 2.86972 -5.29069 1.29249
H 0.27276 -6.25745 1.76880
H -0.01739 -4.50866 1.81365
H 2.30234 -5.92643 3.23389
H 1.68490 -4.33813 3.64654
H 1.02673 -6.07518 5.16947
H 0.38704 -6.98396 4.02552
H 0.01858 -2.75155 -4.25321
H -0.08282 -4.26827 -3.38536
H 1.14363 -4.23817 -5.57041
H 2.49262 -3.43689 -4.85349
H 3.89811 -5.32216 -3.06273
C 1.48846 8.42439 -7.53212
C 1.74737 8.96865 -6.28111
C 1.22352 8.37509 -5.14432
C 0.44683 7.23608 -5.27583
C 0.17481 6.68687 -6.51789
C 0.69981 7.28743 -7.65045
N -0.08964 6.59152 -4.07044
O 0.15104 7.10662 -2.99590
O -0.74352 5.56839 -4.21185
H 1.90342 8.88768 -8.41829
H 2.36056 9.85531 -6.19211
H 1.42717 8.80219 -4.17259
H -0.43652 5.80091 -6.61432
H 0.49714 6.86768 -8.62667
C 0.38311 -4.06699 -11.26262
C 1.51772 -3.32823 -10.95312
C 1.59511 -2.64792 -9.74950
C 0.53097 -2.72035 -8.86525
C -0.60955 -3.44778 -9.16430
C -0.68040 -4.12311 -10.37110
N 0.61831 -2.02186 -7.57947
O 1.62641 -1.37732 -7.34767
O -0.31610 -2.13074 -6.80805
H 0.32788 -4.60209 -12.20208
H 2.34363 -3.28559 -11.65027
H 2.47990 -2.07442 -9.51276
H -1.43815 -3.49653 -8.47217
H -1.56369 -4.69713 -10.61658
C -1.00046 3.27235 5.90158
C 0.32177 3.50735 5.54360
C 0.74848 4.79739 5.27006
C -0.15714 5.84075 5.36223
C -1.47840 5.62018 5.71093
C -1.89965 4.32732 5.98121
N 0.29978 7.21406 5.09468
O 1.46454 7.36675 4.77053
O -0.51081 8.11178 5.21526
H -1.33000 2.26366 6.12006
H 1.02191 2.68267 5.48104
H 1.77780 4.97608 4.99235
H -2.18400 6.43564 5.77727
H -2.92993 4.14427 6.25720
C -2.76081 5.05596 11.73660
C -4.14858 5.06123 11.68756
C -4.80083 5.47339 10.53666
C -4.05106 5.87274 9.44360
C -2.66688 5.87922 9.48113
C -2.02114 5.46832 10.63618
N -4.73915 6.28784 8.21263
O -5.95402 6.28995 8.21538
O -4.04739 6.60227 7.25734
H -2.25385 4.72857 12.63561
H -4.72252 4.74106 12.54690
H -5.88103 5.47630 10.50253
H -2.08721 6.19712 8.62578
H -0.94001 5.46639 10.67798
C -10.64476 -4.83585 0.27330
C -10.25117 -3.50454 0.30637
C -8.94180 -3.16080 0.01235
C -8.04060 -4.15942 -0.31650
C -8.41776 -5.49137 -0.34642
C -9.72817 -5.82804 -0.04864
N -6.65790 -3.79687 -0.65197
O -6.34869 -2.62009 -0.59758
O -5.89433 -4.69407 -0.96730
H -11.67006 -5.10103 0.49835
H -10.96702 -2.73379 0.55888
H -8.63951 -2.12360 0.03918
H -7.70819 -6.26626 -0.59943
H -10.03690 -6.86457 -0.07084
C 6.19869 -1.24542 3.21759
C 5.66340 0.01356 3.45847
C 6.50153 1.10992 3.58930
C 7.86897 0.93190 3.47230
C 8.41619 -0.31766 3.23973
C 7.57358 -1.41129 3.11270
N 8.75858 2.09878 3.58583
O 8.24402 3.17961 3.80825
O 9.95247 1.91312 3.44562
H 5.54146 -2.10003 3.11086
H 4.59058 0.14032 3.54252
H 6.08174 2.08823 3.77703
H 9.48547 -0.44992 3.15449
H 7.98901 -2.39326 2.92843


Computed energy (eV) in order:
-108437.7354, -202985.8101, -117447.8718